Entry 1:
Molecular formula: C27H40AsBr2INO3PdSi3
Method: DFT, wB97M-V/def2-TZVPD

Positions of all 79 atoms, in Å:
H1 3.4366 -3.0669 2.0735
C1 3.4096 -2.4282 1.1838
C2 -4.1134 1.7748 -2.9497
H2 -4.3205 1.5613 -3.9898
H3 3.7162 -0.1869 2.9012
N1 -2.4958 2.0179 -1.2167
H4 4.9394 -2.0197 -1.3688
C3 -2.2613 -1.2802 -0.7326
C4 4.7096 -1.2710 -2.1315
H5 3.0729 3.7120 2.2056
H6 -0.4209 -1.8865 1.5637
H7 5.2338 1.8961 0.1763
H8 5.0273 1.4849 -3.3349
C5 5.4035 0.8866 -0.2023
Si1 3.9744 0.3176 -1.3419
C6 3.1115 3.0842 1.3112
C7 -5.1439 2.0292 -2.0573
H9 1.7607 2.8073 -1.8718
H10 3.7298 3.5926 0.5655
H11 -4.5770 -4.1879 4.7867
Si2 1.9869 -1.1373 1.3294
H12 3.5982 2.1454 1.5749
Si3 1.3348 2.8319 0.6132
I1 -1.0849 1.1370 2.9205
C8 -1.9651 -2.9239 -4.7689
H13 3.9780 -1.7089 -2.8161
O1 -3.3393 -1.2101 -0.1228
H14 -6.1744 2.0562 -2.3835
H15 3.9457 2.5849 -2.4587
H16 -1.8566 -3.3136 -5.7751
C9 -2.8079 1.7719 -2.5150
C10 -2.5724 -1.5069 5.1452
H17 -1.9550 1.5889 -3.1501
C11 -2.5860 -1.0215 3.8696
O2 -1.2809 2.0999 -0.8490
H18 3.2621 -3.0659 0.3076
H19 -4.0522 -3.4070 -4.6388
As1 1.7424 -0.2236 -0.8901
Br1 -5.1240 -2.5887 -2.1828
C12 -2.2612 -1.8929 -2.1667
H20 0.6625 -3.2532 1.3440
H21 6.3460 0.8844 -0.7569
Pd1 0.3574 0.7606 0.7453
H22 3.2668 1.3410 -3.5100
H23 0.2892 3.9579 2.6119
H24 0.3989 3.8528 -1.4782
C13 -3.5000 2.1825 -0.3202
C14 -3.3063 -1.6752 2.8868
C15 -4.0151 -3.2976 4.5262
H25 5.5162 0.2240 0.6604
H26 -0.1817 -1.4773 -2.2881
O3 -1.1183 -0.9580 -0.3358
H27 0.0949 -2.3447 -4.5844
H28 0.5525 -2.4483 2.9267
H29 4.3852 -1.9419 1.0785
C16 -3.2795 -2.6458 5.5074
H30 0.8032 5.1589 1.4095
Br2 -1.5667 -0.6130 6.5363
C17 1.3997 3.5526 -1.1635
C18 2.6201 -0.1856 2.8824
C19 -0.8761 -2.3838 -4.1048
C20 -3.3471 -2.4444 -2.8608
H31 -3.2552 -3.0190 6.5236
H32 2.2607 -0.6737 3.7926
C21 4.0743 1.5562 -2.8043
H33 2.2792 0.8469 2.9152
H34 2.0556 4.4302 -1.2051
C22 -1.0293 -1.8923 -2.8205
C23 0.5521 -2.2867 1.8454
C24 -4.8130 2.2135 -0.7220
H35 -0.6902 4.2186 1.1690
H36 -3.3014 -1.3090 1.8619
H37 5.6251 -1.0578 -2.6914
C25 -3.1982 -2.9656 -4.1427
C26 -4.0246 -2.8199 3.2197
H38 -4.5848 -3.3486 2.4567
H39 -3.1857 2.2703 0.7098
H40 -5.5825 2.3610 0.0227
C27 0.3351 4.1768 1.5433

The calculation puts the relative energy (zero: lowest compared OMol25 entry of this formula, charge and spin) at 18.68 kcal/mol. The net charge is -2. The HOMO energy (alpha / beta) is -1.3412 / -1.8886 eV. The value obtained for the LUMO energy (alpha / beta) is 4.1 / 4.1 eV. Its multiplicity is 2.


Entry 2:
Molecular formula: C5H10O
Method: DFT, wB97M-V/def2-TZVPD

Positions of all 16 atoms, in Å:
O1 -2.5652 -0.4740 -0.0964
H1 0.9607 1.8748 0.9508
H2 -1.8589 0.8149 1.2922
C1 0.4272 -0.6845 -0.9102
H3 -1.1693 -0.8135 1.4215
H4 1.2161 0.1999 1.5269
C2 0.9309 0.7911 0.6726
C3 -1.4926 -0.0351 0.7086
C4 1.7572 0.0303 -0.7335
H5 0.0309 -0.9221 -1.9046
H6 -0.5901 1.1818 -0.8116
H7 -2.2437 -1.2262 -0.6098
H8 1.8525 1.1014 -0.5936
H9 2.6060 -0.5998 -0.4761
H10 0.4451 -1.6241 -0.3264
C5 -0.3070 0.3851 -0.1105

The calculation puts the relative energy (zero: lowest compared OMol25 entry of this formula, charge and spin) at 80.03 kcal/mol. As for the structure (SMILES): OCC1CCC1. The HOMO energy is -8.7162 eV. The value obtained for the LUMO energy is 1.0 eV.


Entry 3:
Molecular formula: C31H56BrF9IN6O5Si2
Method: DFT, wB97M-V/def2-TZVPD

Positions of all 111 atoms, in Å:
C1 1.4454 -3.4847 2.0024
C2 2.2355 0.0378 -1.1157
H1 3.1614 -0.6170 -1.3954
H2 2.2206 3.7687 3.3810
C3 4.2058 8.5350 4.3679
C4 -6.4164 0.0938 -1.7818
H3 -0.4714 -2.6905 -2.6808
H4 1.4510 5.1434 4.1929
F1 -1.9513 -0.9589 0.6418
C5 4.2285 5.7303 5.5873
C6 -5.2227 -2.3112 -2.2542
H5 3.1287 8.5728 4.5474
C7 -2.9093 -3.6623 -3.0864
C8 -3.8199 -1.6780 -1.8533
H6 3.4720 -2.8074 -1.7646
H7 1.5215 -4.5246 -0.5049
C9 6.6491 6.7577 4.0741
O1 -1.3769 -0.9412 -3.3023
H8 -3.1340 -4.6438 -5.4633
C10 0.8797 -0.4889 -1.6913
H9 1.4302 7.8788 2.9941
F2 0.0118 1.9793 -0.2754
H10 -5.4607 0.4942 -2.2608
C11 -0.7799 -5.2754 -0.0771
H11 7.0397 5.7434 3.9629
H12 2.3897 1.8687 0.3410
H13 4.7108 8.9765 5.2302
H14 -3.9825 -1.1984 -0.8057
H15 -7.5461 0.1961 -0.1011
H16 0.6503 7.3263 1.5030
H17 0.8953 -5.5576 -3.1034
H18 3.2483 -2.2610 -0.0352
C12 -1.4619 -1.3527 -4.6076
N1 -1.6998 -6.7518 -1.8500
F3 -3.2445 3.7521 1.0916
H19 3.7362 -4.9218 -1.0136
N2 -6.6947 0.7059 -0.4151
F4 -1.4183 2.2583 2.4999
H20 3.1160 5.7772 -0.3334
C13 -2.4644 -2.6028 -1.9032
H21 7.0278 7.3708 3.2532
H22 2.5736 0.2811 1.2155
C14 -1.0184 -3.6893 -0.0547
H23 0.0952 -5.5616 0.6402
C15 -2.0316 3.2703 0.4453
H24 0.0230 -1.7983 1.8958
H25 -1.4661 -7.2498 -2.7295
H26 4.4652 4.6748 5.4284
H27 3.8687 0.8938 0.1247
H28 -3.3982 -3.1066 -3.9871
N3 -0.2096 -1.3312 -1.0634
H29 -5.4066 -3.4062 -1.9971
C16 1.4262 -3.4494 -0.9412
H30 1.5841 -1.5305 1.0346
F5 -1.1009 4.2956 0.8258
H31 0.6782 4.4079 2.7811
H32 1.5896 4.9472 0.0202
H33 0.3192 0.4449 -2.1430
I1 1.7864 -1.2211 -3.6508
H34 -1.1117 -4.3096 1.9042
F6 -1.9587 0.4312 -1.1142
H35 1.5767 -6.4577 -1.5728
N4 2.7086 -3.3362 2.4089
F7 0.1867 0.6529 1.7208
H36 4.7406 6.0644 6.4965
H37 7.0374 7.1688 5.0111
H38 3.1514 5.8237 5.7469
H39 0.9512 -4.4819 2.3097
C17 0.6929 -6.3537 -2.3153
H40 -1.3265 -4.9090 -5.6901
C18 -1.1052 -1.8219 -2.2356
H41 -3.6125 -4.4821 -2.6595
H42 -3.7310 -0.7398 -2.5358
H43 2.1817 8.2222 1.4260
H44 -1.6633 -5.8054 0.4686
H45 2.9474 -4.2218 2.9146
F8 -2.3862 3.2715 -0.9142
H46 3.1295 4.1512 0.3794
H47 -2.3527 -6.1755 -4.7921
C19 -6.4891 -1.5049 -1.6038
C20 -1.0518 -0.3721 -0.2856
O2 -1.8202 -4.3607 -3.7263
C21 0.7583 -2.3017 1.1899
Si1 2.5732 5.8637 2.0940
N5 -2.3034 -3.4858 -0.7639
H48 2.4940 0.8958 -1.8863
O3 -1.5112 -3.6081 1.3553
Br1 -3.7855 -3.8093 0.3238
O4 4.1063 6.1420 2.7038
C22 -0.5781 0.9131 0.5228
Si2 4.7747 6.7593 4.1110
H49 -5.9408 0.3476 0.2129
C23 2.9693 -3.0979 -0.7552
H50 -7.2995 0.4132 -2.4455
C24 2.6116 5.1156 0.3751
H51 0.6235 -7.4063 -2.8089
C25 -1.7815 1.8430 1.1499
C26 -2.2003 -5.0389 -4.9359
N6 -1.4363 -1.8999 -5.6956
O5 3.8225 -4.2216 -0.3116
H52 4.4318 9.1370 3.4843
H53 1.3013 -3.7106 -2.0695
C27 -0.6187 -6.0936 -1.4059
H54 -7.4153 -1.8772 -2.1990
C28 0.2109 -2.6242 -0.3123
C29 1.6160 7.4798 1.9951
F9 -3.0639 1.3178 1.3274
H55 -5.3460 -2.2124 -3.4047
H56 -6.6389 -1.8742 -0.5317
C30 1.6403 4.6812 3.2213
C31 2.7090 0.7591 0.1870

The net charge is +1. The HOMO energy is -11.2611 eV. The value obtained for the LUMO energy is -4.3 eV.


Entry 4:
Molecular formula: C4H11N2
Method: DFT, wB97M-V/def2-TZVPD

Positions of all 17 atoms, in Å:
H1 2.4658 0.0609 0.8108
H2 0.6323 1.7610 -0.6953
C1 -0.7592 0.4682 0.8242
C2 -1.8818 0.4931 -0.1981
H3 -2.5097 -0.3434 -0.1181
H4 -2.5044 1.4163 -0.0804
H5 0.5676 -2.0484 0.7525
H6 1.6271 0.3801 -1.4945
H7 -1.0977 -0.0499 1.8367
H8 -1.5668 0.3529 -1.1300
C3 1.2169 0.8891 -0.6894
H9 1.5744 -1.7345 -0.6405
H10 -0.1591 -2.0139 -0.8031
N1 0.4338 -0.1328 0.1729
N2 1.5902 0.4957 0.5924
H11 -0.2721 1.5249 1.0937
C4 0.6428 -1.5191 -0.2340

The calculation puts the relative energy (zero: lowest compared OMol25 entry of this formula, charge and spin) at 105.28 kcal/mol. As for the structure (SMILES): CC[N@@+]1(C)CN1. The net charge is +1. The HOMO energy is -15.4376 eV. The value obtained for the LUMO energy is -2.9 eV.


Entry 5:
Molecular formula: C12H25IrS5Sb
Method: DFT, wB97M-V/def2-TZVPD

Positions of all 44 atoms, in Å:
C1 -0.1057 4.0464 1.8279
H1 -1.2611 -1.5133 3.3896
H2 1.5847 -3.7871 0.9968
H3 1.8380 4.0646 -0.9113
Sb1 0.9125 2.3602 0.9569
H4 1.2226 1.4196 3.4750
C2 -1.8931 0.7537 -2.4160
H5 0.0710 -4.2204 1.7947
C3 -0.4468 -2.3212 -2.8211
H6 -1.8823 1.5882 -0.4144
H7 3.0074 2.7404 -0.7252
H8 -1.3906 0.4436 1.8381
H9 2.5535 0.8024 2.4639
H10 1.0108 -1.1434 -3.9035
C4 2.7638 0.0737 -0.3886
H11 -1.1830 -3.2996 -0.2535
H12 -0.4677 -3.1635 -3.5126
S1 0.7844 -2.7251 -1.5334
S2 4.2919 -0.0843 -0.5385
C5 -2.3227 0.7556 -0.9600
C6 -0.1567 -3.6575 -0.2741
S3 0.5158 -1.8794 1.8451
H13 -2.9501 -0.4212 1.8790
C7 -1.8955 -0.4931 1.6120
H14 2.5866 2.4799 3.0691
H15 -0.8373 3.7292 2.5664
H16 -0.6496 -0.9429 -4.4658
C8 0.5261 -3.5367 1.0786
H17 -3.4092 0.8058 -0.8852
S4 -1.7739 -0.7882 -0.1782
Ir1 0.8418 -0.4688 -0.3416
H18 2.9465 4.0516 0.4806
H19 -1.4284 -2.2194 -2.3623
C9 1.9503 1.6739 2.7062
H20 -2.4124 -0.0114 -2.9923
S5 -0.0909 0.5023 -2.6517
H21 -0.5880 4.6370 1.0531
H22 -1.7590 -2.6020 2.0864
C10 -1.2435 -1.6687 2.3125
H23 -2.1138 1.7257 -2.8532
C11 -0.0284 -1.0712 -3.5798
H24 -0.1524 -4.7029 -0.5827
H25 0.6741 4.6351 2.3094
C12 2.3604 3.4324 -0.1965

The net charge is +2. The HOMO energy (alpha / beta) is -13.1524 / -14.8287 eV. The value obtained for the LUMO energy (alpha / beta) is -7.6 / -7.4 eV. Its multiplicity is 2.


Entry 6:
Molecular formula: C25H26F6N3O7PtS2Si
Method: DFT, wB97M-V/def2-TZVPD

Positions of all 71 atoms, in Å:
N1 -0.0767 1.4406 -1.8779
H1 3.0671 3.4321 1.4600
H2 2.9696 4.5881 -3.2796
F1 5.1657 -1.8056 1.7756
Si1 3.0767 3.4812 -1.0233
C1 -2.3744 0.7041 -2.2035
O1 1.6416 1.4611 1.9373
H3 2.1559 4.8037 0.8404
C2 -5.8102 -1.2469 -1.5874
C3 -1.0499 1.1369 -2.7348
H4 2.3572 2.5113 -3.9476
C4 1.3953 2.1393 -3.6331
Pt1 0.5795 1.3081 0.1068
S1 2.5502 -2.0405 1.3748
C5 -3.7464 -2.3528 -1.0429
F2 4.5589 -1.4727 -0.2746
S2 2.8340 0.6178 2.1159
H5 -2.8470 -5.8131 4.0545
H6 4.9225 1.8439 -0.8244
O2 3.9301 0.9014 1.2362
C6 4.7515 2.7470 -1.4093
C7 -3.4072 -2.7990 2.6130
F3 4.5842 -3.4643 0.5301
C8 -1.8379 -0.3215 1.5796
C9 4.3248 -2.1887 0.8160
C10 -4.8938 -2.2679 -1.8112
C11 -0.8194 1.2993 -4.0952
C12 -5.5643 -0.3245 -0.5849
O3 -1.1888 -1.8519 -0.2278
F4 4.4074 0.4396 4.1858
N2 2.5449 -0.8645 2.4112
H7 -0.6994 -3.8703 0.9117
O4 2.3035 -3.2581 2.0758
H8 -2.6173 -0.3080 -2.5242
C13 -4.4113 -0.4106 0.1896
H9 4.8338 2.4912 -2.4682
C14 -3.4860 -1.4201 -0.0401
C15 -1.5064 -3.8672 1.6256
C16 1.1077 1.9889 -2.2705
C17 -2.3603 -2.7793 1.6931
C18 2.7468 4.8690 -2.2510
F5 2.3756 0.9988 4.6826
O5 -0.7827 0.3435 1.2931
C19 -2.7138 -4.9679 3.3908
H10 -4.2295 0.3052 0.9779
H11 -6.2719 0.4735 -0.3968
N3 1.8012 2.3078 -1.1595
H12 3.9268 4.8414 0.8331
C20 -3.5813 -3.8824 3.4547
H13 5.5431 3.4635 -1.1757
H14 0.5959 1.8837 -5.5935
C21 3.0536 4.2003 0.6913
C22 -2.1795 -1.5898 0.7441
C23 0.4116 1.7788 -4.5307
H15 -3.0290 -3.1432 -1.2194
H16 -4.3957 -3.8797 4.1684
H17 3.3713 5.7319 -2.0064
H18 -5.0763 -3.0009 -2.5875
H19 1.7033 5.1867 -2.2065
H20 -0.9838 -5.7839 2.4198
H21 -0.3155 -1.6483 0.1343
H22 -2.3763 0.7204 -1.1178
F6 3.6967 2.4372 3.7517
H23 -1.6077 1.0563 -4.7933
H24 -3.1498 1.3763 -2.5765
C24 3.3489 1.1484 3.7983
H25 -6.7092 -1.1774 -2.1879
H26 -4.0728 -1.9483 2.6755
O6 -2.6175 -0.0077 2.4674
C25 -1.6767 -4.9543 2.4750
O7 1.8287 -1.7468 0.1717

The calculation puts the relative energy (zero: lowest compared OMol25 entry of this formula, charge and spin) at 0.00 kcal/mol. The net charge is -1. The HOMO energy is -5.4191 eV. The value obtained for the LUMO energy is 2.5 eV.